Here is 5 unconnected molecules or ions with the total composition C20H49INO12PS2 from the OMol25 dataset. Energies are from the ωB97M-V functional and the def2-TZVPD basis.

Atoms and positions in Å:
C  8.855  0.741  0.248
N  8.600  -0.713  -0.124
C  7.382  -1.232  0.654
C  5.947  -0.983  -0.090
I  5.848  -1.556  -2.249
O  5.153  -2.142  0.463
S  3.913  -1.580  1.545
O  3.894  -2.337  2.925
O  2.599  -1.694  0.680
O  4.439  0.045  1.681
C  4.959  0.252  0.289
P  5.390  2.069  0.052
S  5.017  2.738  -1.781
H  8.528  0.892  1.373
H  8.202  1.375  -0.514
H  9.985  1.076  0.056
H  9.437  -1.243  0.262
H  7.417  -0.935  1.799
H  7.524  -2.419  0.648
H  4.091  0.095  -0.516
H  6.685  2.498  0.548
H  4.448  2.824  0.898
C  -2.295  -3.316  -0.021
O  -2.578  -4.058  1.161
C  -2.341  -5.459  0.992
C  -1.006  -5.877  1.615
O  0.099  -5.298  0.915
C  0.636  -4.168  1.597
H  -2.255  -2.256  0.242
H  -1.337  -3.601  -0.462
H  -3.097  -3.466  -0.752
H  -2.385  -5.738  -0.069
H  -3.151  -5.984  1.510
H  -0.903  -6.964  1.529
H  -0.972  -5.621  2.681
H  1.219  -4.504  2.460
H  -0.145  -3.477  1.926
H  1.300  -3.638  0.910
C  -1.271  5.444  -3.478
O  -0.661  4.781  -4.581
C  0.559  5.410  -4.985
C  1.779  4.647  -4.459
O  1.861  4.718  -3.033
C  1.396  3.526  -2.407
H  -2.043  4.787  -3.068
H  -0.550  5.668  -2.688
H  -1.744  6.371  -3.820
H  0.583  6.459  -4.665
H  0.580  5.392  -6.080
H  2.685  5.119  -4.854
H  1.769  3.605  -4.799
H  2.145  2.737  -2.518
H  0.441  3.191  -2.820
H  1.259  3.731  -1.341
C  -7.571  3.699  -3.411
O  -6.961  3.036  -4.514
C  -5.741  3.665  -4.919
C  -4.521  2.903  -4.393
O  -4.439  2.974  -2.966
C  -4.904  1.782  -2.340
H  -8.343  3.043  -3.002
H  -6.850  3.923  -2.621
H  -8.044  4.626  -3.754
H  -5.717  4.714  -4.599
H  -5.720  3.648  -6.013
H  -3.615  3.375  -4.788
H  -4.531  1.861  -4.733
H  -4.155  0.992  -2.451
H  -5.859  1.446  -2.754
H  -5.041  1.987  -1.275
C  -2.936  -3.924  4.231
O  -1.615  -3.533  4.592
C  -1.526  -2.137  4.897
C  -1.504  -1.898  6.410
O  -2.751  -2.260  7.011
C  -2.690  -3.529  7.654
H  -2.988  -5.016  4.255
H  -3.683  -3.525  4.922
H  -3.156  -3.584  3.213
H  -2.344  -1.581  4.422
H  -0.584  -1.777  4.471
H  -1.360  -0.828  6.594
H  -0.672  -2.434  6.881
H  -2.140  -3.438  8.595
H  -2.220  -4.288  7.023
H  -3.712  -3.849  7.876

Cartesian forces (eV/Å) of the 6 atoms listed first:
C -0.2 0.5 -0.8
N 0.2 0.3 2.4
C 1.3 -1.5 -0.7
C -0.2 -1.2 1.7
I 0.5 0.9 1.4
O -1.4 2.3 2.0

Results
SMILES string ... CNC[C@@]1(I)OS(=O)(=O)O[C@H]1[PH2]=S.COCCOC.COCCOC.COCCOC.COCCOC
Total energy ... -3184.09935 hartree
Net charge ... 0

---

Here is 4 unconnected molecules or ions with the total composition C23H34BrFIN2O6 from the OMol25 dataset. Energies are from the ωB97M-V functional and the def2-TZVPD basis.

Atoms and positions in Å:
C  0.101  3.036  -1.494
C  -1.378  2.484  -1.004
C  -1.279  1.659  0.432
Br  -2.971  0.591  0.831
N  -0.013  0.783  0.526
C  1.065  1.079  1.581
N  0.980  2.267  2.562
C  0.231  1.885  3.663
O  -0.751  1.842  4.606
C  2.437  0.153  1.780
C  2.701  -1.164  0.812
C  3.987  -2.175  0.920
O  4.337  -2.689  2.131
O  4.740  -2.532  -0.328
I  5.121  -4.518  -0.398
C  1.530  -1.411  -0.347
F  1.737  -2.590  -1.241
C  0.197  -0.406  -0.436
C  -0.862  -0.802  -1.649
H  0.005  3.771  -2.425
H  0.489  3.729  -0.604
H  0.905  2.199  -1.639
H  -1.983  1.922  -1.833
H  -2.011  3.464  -0.751
H  -1.290  2.513  1.267
H  3.256  0.398  2.604
H  -1.907  -1.166  -1.269
H  -0.904  0.113  -2.393
H  -0.420  -1.705  -2.293
C  -2.121  -5.551  0.348
C  -0.696  -5.974  0.107
C  -0.263  -5.022  -0.987
O  -1.002  -3.807  -0.797
C  -2.043  -4.052  0.159
H  -2.504  -5.837  1.331
H  -2.774  -5.990  -0.416
H  -0.099  -5.801  1.010
H  -0.591  -7.024  -0.176
H  -0.514  -5.414  -1.978
H  0.809  -4.809  -0.957
H  -1.765  -3.548  1.092
H  -2.983  -3.624  -0.201
C  5.358  4.838  4.463
C  3.902  4.535  4.226
C  3.778  4.726  2.730
O  5.049  4.386  2.160
C  6.007  4.268  3.221
H  5.753  4.407  5.387
H  5.510  5.924  4.499
H  3.693  3.490  4.488
H  3.221  5.172  4.796
H  3.568  5.771  2.479
H  2.997  4.098  2.291
H  6.237  3.204  3.347
H  6.926  4.794  2.948
C  -5.518  -0.273  -4.615
C  -5.716  -0.396  -3.127
C  -4.446  -1.097  -2.695
O  -3.417  -0.693  -3.608
C  -4.030  -0.020  -4.717
H  -6.117  0.517  -5.075
H  -5.770  -1.222  -5.103
H  -5.764  0.602  -2.675
H  -6.621  -0.942  -2.847
H  -4.549  -2.185  -2.766
H  -4.153  -0.841  -1.673
H  -3.802  1.048  -4.626
H  -3.604  -0.389  -5.653

Cartesian forces (eV/Å) of the 6 atoms listed first:
C -0.1 0.8 1.1
C -0.2 1.0 0.0
C -0.3 1.9 -0.4
Br 1.6 0.8 -0.3
N 3.5 -2.4 0.7
C 2.2 -2.7 -0.3

Results
Total energy ... -4428.48894 hartree
Net charge ... +1

---

Here is 2 unconnected molecules or ions with the total composition C4H9O4 from the OMol25 dataset. Energies are from the ωB97M-V functional and the def2-TZVPD basis.

Atoms and positions in Å:
O  0.610  -1.828  -1.682
C  -0.281  -0.968  -1.474
O  -1.519  -1.145  -1.629
C  0.045  0.510  -0.979
C  -0.262  0.472  0.518
C  -0.177  1.875  1.183
O  -1.530  -0.012  0.859
H  1.091  0.703  -1.224
H  -0.436  1.207  -1.651
H  0.514  -0.139  0.943
H  0.270  2.587  0.465
H  0.511  2.034  1.996
H  -1.221  2.209  1.374
H  -1.884  -0.567  0.126
H  0.870  -1.954  0.692
H  1.776  -2.442  -0.238
O  1.624  -2.542  0.722

Cartesian forces (eV/Å) of the 6 atoms listed first:
O 0.1 0.9 0.2
C -0.5 0.2 -1.0
O 0.0 0.0 0.3
C 0.7 -2.0 -0.8
C 0.2 2.0 0.1
C -0.2 0.9 -1.5

Results
ΔE to the lowest compared entry with this formula, charge and spin ... 79.43 kJ/mol
Net charge ... -1

---

Here is a molecular structure, C19H22F5NO5PS2Sn from the OMol25 dataset. Energies are from the ωB97M-V functional and the def2-TZVPD basis.

Atoms and positions in Å:
Sn  1.512  -1.042  -0.097
O  3.824  -1.464  0.427
N  4.212  -1.831  1.623
C  5.528  -2.047  1.836
C  6.004  -2.435  3.060
C  5.106  -2.617  4.109
C  3.768  -2.392  3.882
C  3.308  -1.988  2.626
S  1.622  -1.717  2.342
H  6.151  -1.897  0.969
H  7.065  -2.591  3.187
H  5.453  -2.935  5.082
H  3.031  -2.524  4.661
F  1.971  7.726  0.331
C  1.834  6.418  0.405
C  0.621  5.826  0.086
F  -0.404  6.582  -0.294
C  0.485  4.456  0.170
F  -0.686  3.931  -0.140
C  1.545  3.628  0.579
S  1.349  1.922  0.709
C  2.756  4.264  0.895
F  3.794  3.546  1.286
C  2.905  5.631  0.807
F  4.065  6.205  1.108
C  -2.912  -3.128  1.263
C  -3.573  -2.197  0.253
C  -3.962  -0.868  0.895
C  -4.794  -2.860  -0.370
O  -2.676  -1.952  -0.869
P  -1.149  -1.565  -0.767
O  -0.197  -2.721  -0.563
O  -0.847  -0.484  0.251
O  -0.809  -1.077  -2.249
C  -1.376  -0.001  -3.036
C  -0.259  0.389  -4.000
C  -2.580  -0.538  -3.804
C  -1.781  1.195  -2.184
H  -3.606  -3.351  2.072
H  -2.018  -2.659  1.679
H  -2.614  -4.059  0.779
H  -4.638  -1.033  1.735
H  -4.466  -0.236  0.161
H  -3.071  -0.353  1.249
H  -5.535  -3.068  0.402
H  -4.511  -3.795  -0.855
H  -5.238  -2.199  -1.116
H  -0.018  -0.454  -4.649
H  0.636  0.655  -3.435
H  -0.561  1.240  -4.610
H  -2.286  -1.388  -4.421
H  -2.985  0.246  -4.444
H  -3.351  -0.866  -3.107
H  -0.917  1.598  -1.659
H  -2.518  0.905  -1.435
H  -2.207  1.972  -2.818

Cartesian forces (eV/Å) of the 6 atoms listed first:
Sn 0.2 -0.5 0.0
O -0.3 0.0 -0.2
N -0.1 -0.1 0.3
C 0.2 -0.1 0.0
C 0.0 0.0 0.0
C -0.1 0.0 -0.1

Results
ΔE to the lowest compared entry with this formula, charge and spin ... 14.33 kJ/mol
Multiplicity ... 2
Net charge ... 0

---

Here is 2 unconnected molecules or ions with the total composition C3H8O3 from the OMol25 dataset. Energies are from the ωB97M-V functional and the def2-TZVPD basis.

Atoms and positions in Å:
O  2.804  1.492  -2.177
C  2.186  0.543  -1.840
O  1.671  -0.386  -2.688
H  1.977  0.275  -0.794
H  0.796  -0.576  -2.341
C  -1.811  -1.686  2.530
C  -2.517  -0.448  1.936
O  -1.697  0.697  1.826
H  -0.909  -1.842  1.948
H  -2.436  -2.539  2.744
H  -1.433  -1.255  3.464
H  -3.091  -0.638  1.001
H  -3.380  -0.207  2.575
H  -1.854  1.166  0.992

Cartesian forces (eV/Å) of the 6 atoms listed first:
O 0.4 0.2 -0.3
C -0.2 -0.3 0.4
O 0.0 0.6 -0.4
H 0.0 0.2 0.2
H -0.2 -0.6 0.0
C 0.8 2.7 0.1

Results
SMILES string ... O=CO.CCO
ΔE to the lowest compared entry with this formula, charge and spin ... 152.44 kJ/mol
Net charge ... 0

---

Here is a gas-phase ion, C3H7N2O (charge +1) from the OMol25 dataset. Energies are from the ωB97M-V functional and the def2-TZVPD basis.

Atoms and positions in Å:
C  0.233  -0.955  0.171
C  0.735  1.352  0.245
C  -1.284  -0.677  0.296
N  -1.648  0.768  0.439
N  0.719  0.130  -0.547
O  -1.758  0.085  -0.667
H  0.822  -1.183  1.041
H  0.286  -1.831  -0.488
H  0.813  2.400  -0.107
H  1.298  1.129  1.193
H  -1.976  -1.454  0.782
H  1.732  -0.150  -0.963
H  0.026  0.387  -1.392

Cartesian forces (eV/Å) of the 6 atoms listed first:
C -2.8 -3.0 -0.1
C 0.6 -0.2 2.4
C 0.4 -1.5 4.8
N 1.6 0.1 2.7
N 2.9 3.5 -5.0
O -1.8 0.4 -5.8

Results
ΔE to the lowest compared entry with this formula, charge and spin ... 725.59 kJ/mol
Net charge ... +1

---

Here is 13 unconnected molecules or ions with the total composition C40H104N22O13 from the OMol25 dataset. Energies are from the ωB97M-V functional and the def2-TZVPD basis.

Atoms and positions in Å:
C  -25.871  9.067  20.281
C  -26.021  10.657  20.289
C  -24.718  11.304  19.926
C  -24.852  12.826  19.513
C  -25.830  12.964  18.388
C  -27.180  12.251  18.495
N  -27.111  11.019  19.325
O  -28.422  10.347  19.556
C  -28.164  13.237  19.111
C  -27.769  11.937  17.090
C  -26.506  11.067  21.693
H  -25.260  8.661  21.087
H  -25.440  8.544  19.427
H  -26.855  8.627  20.440
H  -24.052  11.170  20.778
H  -24.285  10.671  19.151
H  -23.902  13.312  19.292
H  -25.229  13.361  20.384
H  -25.302  12.537  17.535
H  -25.977  14.041  18.308
H  -29.108  12.700  19.205
H  -27.864  13.500  20.125
H  -28.293  14.195  18.608
H  -28.627  11.273  17.194
H  -27.765  12.803  16.428
H  -27.195  11.260  16.458
H  -25.792  10.806  22.473
H  -27.467  10.636  21.974
H  -26.575  12.152  21.771
H  -28.698  9.992  18.708
C  -19.434  15.058  19.616
C  -19.382  14.064  18.397
C  -19.952  14.932  17.123
C  -19.430  14.326  15.782
C  -17.915  14.692  15.791
C  -17.212  13.774  16.874
N  -17.930  13.666  18.183
O  -17.246  13.124  19.267
C  -16.970  12.327  16.285
C  -15.792  14.412  17.204
C  -20.289  12.850  18.672
H  -18.740  15.889  19.489
H  -19.237  14.577  20.573
H  -20.447  15.456  19.681
H  -21.034  14.803  17.120
H  -19.915  16.008  17.295
H  -19.928  14.850  14.966
H  -19.664  13.268  15.896
H  -17.807  15.738  16.080
H  -17.545  14.674  14.766
H  -16.350  11.727  16.951
H  -17.928  11.808  16.243
H  -16.572  12.263  15.272
H  -15.930  15.249  17.888
H  -15.107  13.747  17.730
H  -15.125  14.823  16.447
H  -20.107  12.007  18.006
H  -21.337  13.106  18.514
H  -20.069  12.453  19.662
H  -16.948  13.893  19.759
C  -22.719  6.700  16.535
C  -21.469  7.599  16.914
C  -20.296  6.737  17.447
C  -19.592  5.833  16.462
C  -18.937  6.787  15.434
C  -19.948  7.778  14.759
N  -20.897  8.342  15.739
O  -21.729  9.265  15.254
C  -19.161  9.046  14.271
C  -20.683  6.981  13.610
C  -21.793  8.696  18.033
H  -23.276  6.234  17.348
H  -22.464  5.868  15.878
H  -23.486  7.308  16.056
H  -19.693  7.298  18.161
H  -20.696  5.996  18.139
H  -20.247  5.122  15.958
H  -18.823  5.266  16.987
H  -18.443  6.117  14.731
H  -18.117  7.248  15.985
H  -18.508  8.875  13.415
H  -19.759  9.951  14.163
H  -18.521  9.504  15.025
H  -21.544  7.628  13.442
H  -20.147  6.897  12.664
H  -21.127  6.070  14.011
H  -21.870  8.325  19.055
H  -22.734  9.160  17.737
H  -21.193  9.606  17.998
H  -21.687  9.976  15.897
C  -18.471  9.719  25.453
C  -18.474  9.042  24.109
C  -19.019  9.761  22.915
O  -20.384  9.367  22.988
C  -21.299  9.774  22.000
N  -17.065  8.689  23.987
H  -19.475  10.057  25.706
H  -17.775  10.539  25.274
H  -18.056  9.077  26.229
H  -18.843  8.029  24.266
H  -18.523  9.315  22.052
H  -18.784  10.821  22.829
H  -21.585  8.869  21.464
H  -20.804  10.454  21.307
H  -22.125  10.417  22.303
H  -16.843  8.436  24.939
H  -16.806  7.911  23.397
C  -13.559  10.698  25.808
O  -12.822  11.591  25.809
N  -14.835  10.825  26.087
N  -13.238  9.558  25.235
H  -15.134  11.700  26.495
H  -15.404  10.030  26.339
H  -12.356  9.384  24.773
H  -13.957  8.856  25.137
C  -18.294  5.942  21.550
O  -18.622  4.946  22.251
N  -17.096  6.482  21.373
N  -19.174  6.656  20.889
H  -17.078  7.266  20.737
H  -16.244  6.080  21.737
H  -18.881  7.507  20.431
H  -20.094  6.246  20.810
C  -21.250  9.736  28.101
O  -20.791  10.842  28.271
N  -21.741  8.971  28.996
N  -21.519  9.329  26.901
H  -22.069  8.060  28.710
H  -22.200  9.439  29.764
H  -22.398  8.853  26.756
H  -20.905  9.635  26.160
C  -16.772  13.504  26.730
O  -17.120  13.882  25.644
N  -17.430  12.611  27.436
N  -15.790  14.006  27.390
H  -18.274  12.206  27.055
H  -17.162  12.214  28.325
H  -15.805  13.841  28.387
H  -15.322  14.769  26.924
C  -15.952  7.961  28.060
O  -16.133  7.325  27.011
N  -14.813  8.214  28.689
N  -16.885  8.301  28.912
H  -13.925  7.889  28.334
H  -14.781  8.656  29.596
H  -16.622  8.623  29.832
H  -17.822  8.326  28.535
C  -20.918  5.797  24.891
O  -21.892  6.009  25.590
N  -21.162  5.418  23.688
N  -19.723  5.951  25.353
H  -20.481  5.289  22.954
H  -22.120  5.690  23.517
H  -19.066  5.887  24.589
H  -19.526  6.458  26.204
C  -22.925  5.342  20.761
O  -22.354  6.253  21.196
N  -23.250  4.249  21.391
N  -23.324  5.333  19.524
H  -23.617  3.424  20.939
H  -22.908  4.118  22.332
H  -23.849  4.658  18.987
H  -23.088  6.237  19.140
C  -16.476  14.539  22.239
O  -16.078  14.752  21.048
N  -15.899  14.927  23.418
N  -17.399  13.687  22.466
H  -15.381  15.794  23.420
H  -16.235  14.459  24.248
H  -17.693  13.457  23.404
H  -17.775  13.114  21.724
C  -17.382  9.470  19.217
O  -17.444  8.276  19.444
N  -16.587  10.352  19.866
N  -18.283  10.016  18.492
H  -16.042  10.170  20.697
H  -16.750  11.312  19.601
H  -19.043  9.453  18.138
H  -18.336  10.969  18.163

Cartesian forces (eV/Å) of the 6 atoms listed first:
C -0.3 0.3 0.5
C -2.3 -1.8 0.5
C 0.5 1.1 -0.6
C -0.3 -1.7 1.7
C 0.8 -0.5 -0.6
C -0.8 0.2 0.3

Results
ΔE to the lowest compared entry with this formula, charge and spin ... 0.00 kJ/mol
Net charge ... 0